Record 1
ORCA calculation (ωB97M-V with the def2-TZVPD basis set) on C51H41CoN5P4Se3 as an isolated structure.

```
105
Properties=species:S:1:pos:R:3:lowdin_charge:R:1
Se -2.3696 -0.0824 -1.0661 0.450
Se 4.4344 3.1724 -0.5056 0.652
Se 2.2202 -0.3136 -4.5865 0.560
Co 0.1598 -1.5519 -0.6195 0.272
P 1.5267 -3.4373 0.2070 0.965
P -1.3999 1.6860 -0.4052 0.632
P -1.2992 -3.0897 0.3013 0.852
P 2.3262 3.6417 -0.7205 0.684
N 2.5740 1.2776 0.2151 -0.075
N 0.5355 -1.4244 -2.4692 -0.065
N 0.7302 0.1715 0.2089 -0.124
N 2.0495 0.1219 0.4689 0.003
N 0.0038 -4.1318 0.6040 -0.358
C -3.4385 -3.0203 4.3507 -0.068
C -4.5487 -4.0319 -1.9483 -0.066
C 3.0968 -7.1334 -0.5554 -0.070
C -2.7206 -5.3732 -2.7598 -0.068
C 3.4344 -7.0494 -1.9045 -0.070
C 1.4214 3.1736 -3.2927 -0.083
C 2.3828 -3.3086 1.8101 -0.365
C 1.5865 2.1149 -0.2216 -0.428
C 3.6931 -3.1015 4.2572 -0.077
C -2.6367 2.9123 3.8473 -0.065
C -2.9474 -4.1585 2.2864 -0.080
C 1.7921 4.9336 0.4107 -0.359
C -1.8242 5.4689 -1.8588 -0.073
C 2.4911 5.3122 -2.8724 -0.101
C -3.0646 1.6942 1.8151 -0.102
C 1.7425 5.7109 2.6863 -0.065
C 2.3144 -2.9629 4.1944 -0.075
C 4.4240 -3.3198 3.0952 -0.070
C 2.5677 -6.0311 0.0970 -0.095
C -2.3933 -3.9152 -0.8756 -0.365
C -2.1427 -1.9099 2.6596 -0.103
C -3.7268 -3.5041 -0.9629 -0.115
C 3.2428 -5.8663 -2.5991 -0.068
C 0.3898 1.4108 -0.2160 -0.374
C -1.8887 -4.8399 -1.7847 -0.081
C -1.8808 2.1857 1.2722 -0.336
C 1.6600 -3.0579 2.9732 -0.091
C -2.7445 -1.9016 3.9121 -0.071
C 0.6666 6.9862 0.9445 -0.054
C -2.2370 -3.0397 1.8483 -0.356
C 1.2137 -0.9797 -3.3153 -0.947
C 2.7038 -4.7592 -1.9518 -0.084
C -2.2990 5.2448 -3.1447 -0.057
C 1.7463 4.7488 -5.0827 -0.048
C 1.2962 3.5158 -4.6305 -0.062
C 2.1401 4.7681 1.7543 -0.107
C -3.5423 -4.1462 3.5399 -0.065
C 1.0082 6.8212 2.2796 -0.053
C 1.0605 6.0451 0.0014 -0.096
C -3.4385 2.0589 3.1023 -0.069
C 2.3628 -4.8380 -0.6049 -0.364
C -4.0441 -4.9677 -2.8434 -0.070
C -2.4988 3.9460 -3.5977 -0.059
C -1.5432 4.3954 -1.0286 -0.086
C 3.7727 -3.4226 1.8741 -0.090
C 1.9997 4.0833 -2.4137 -0.368
C -1.7323 3.0911 -1.4881 -0.340
C -1.4491 3.3966 3.3116 -0.060
C -2.2168 2.8661 -2.7728 -0.101
C 2.3513 5.6460 -4.2080 -0.058
C -1.0671 3.0292 2.0302 -0.084
H 1.6418 5.0066 -6.1306 0.115
H -2.5220 6.0834 -3.7933 0.112
H 2.0128 5.5871 3.7279 0.115
H -3.6829 1.0262 1.2292 0.069
H 1.1048 2.1959 -2.9543 0.078
H 0.7105 7.5666 3.0072 0.114
H -3.9045 -3.0203 5.3294 0.110
H 2.7245 6.5957 -4.5708 0.113
H 2.5474 -3.8309 -2.4934 0.097
H 0.0947 7.8526 0.6336 0.114
H 3.8534 -7.9117 -2.4092 0.109
H 3.2518 -8.0583 -0.0114 0.109
H 2.3328 -6.0903 1.1547 0.110
H -2.3324 -6.1031 -3.4590 0.110
H 4.1997 -3.0432 5.2135 0.107
H -4.1148 -2.7782 -0.2562 0.098
H 0.8594 2.8047 -5.3198 0.106
H -0.0818 -5.0349 1.0519 0.085
H -1.6948 6.4839 -1.4959 0.109
H -1.1990 4.5728 -0.0167 0.087
H -0.8143 4.0564 3.8931 0.105
H -4.0933 -5.0130 3.8847 0.110
H -4.3594 1.6711 3.5221 0.112
H 0.7898 6.1717 -1.0393 0.093
H 5.5026 -3.4149 3.1405 0.109
H -3.0392 -5.0289 1.6449 0.113
H -1.6019 -1.0380 2.3007 0.091
H -2.3797 1.8541 -3.1188 0.064
H -0.1264 3.3919 1.6324 0.077
H 2.7216 3.9051 2.0620 0.104
H -5.5816 -3.7138 -2.0172 0.110
H -4.6862 -5.3797 -3.6128 0.109
H -0.8466 -5.1356 -1.7292 0.096
H 0.5819 -2.9527 2.9283 0.082
H 3.5104 -5.8019 -3.6475 0.111
H -2.6708 -1.0225 4.5414 0.106
H 4.3446 -3.5972 0.9681 0.111
H 2.9919 5.9937 -2.1914 0.113
H -2.8810 3.7711 -4.5970 0.114
H 1.7451 -2.7837 5.0983 0.106
H -2.9363 3.2011 4.8475 0.110
```

Output
Net charge   +1
2S+1   5
<S²>   6.016
ΔE to the lowest compared entry with this formula, charge and spin   0.00 kJ/mol
Frontier orbital gap (alpha / beta)   0.2596 / 0.1734 Eh
LUMO level (alpha / beta)   -2.5 / -4.8 eV

Record 2
ORCA calculation (ωB97M-V with the def2-TZVPD basis set) on C25H41Cl3EuO2P2 as an isolated structure in a non-equilibrium geometry.

```
74
Properties=species:S:1:pos:R:3:lowdin_charge:R:1
Eu 0.0142 -0.1868 2.0881 1.544
Cl -1.9620 4.9311 3.8883 0.641
Cl 0.4103 4.8936 2.2224 0.606
Cl 0.5527 4.0000 4.9903 0.621
P 1.5627 0.5227 0.3157 0.664
P -1.2679 -0.0584 0.0016 0.658
O -1.9605 2.2113 2.9963 -0.014
O 0.2416 1.8625 2.7918 -0.245
C -0.4685 4.0748 3.5351 -1.500
C -0.7989 2.0608 -5.5585 -0.195
C 2.5462 1.8990 0.6999 -0.254
C 0.3735 -0.6859 -6.1502 -0.195
C -0.8927 -2.1831 3.0337 -0.331
C -0.7619 -1.1222 4.0396 -0.342
C -1.8545 -0.4387 4.7563 -0.026
C -0.7890 2.5596 3.0579 -0.770
C 2.4754 -0.6301 -0.6211 -0.254
C 0.5479 2.2680 -4.8237 -0.191
C 1.3031 -0.1763 -5.0896 -0.107
C -0.9831 -1.1766 -5.5878 -0.187
C 2.8899 -1.7588 3.1546 -0.047
C -2.7713 0.7964 0.1055 -0.249
C 1.3632 1.0423 -4.5391 -0.138
C 1.2290 0.2010 5.0991 -0.042
C 0.6713 -0.8242 4.1993 -0.342
C -1.8056 -0.1785 -4.8299 -0.134
C -1.7411 1.1584 -4.8194 -0.112
C 0.7827 -3.5958 1.5852 -0.039
C 1.4192 -1.7016 3.2904 -0.327
C -2.1567 -2.8085 2.5913 -0.050
C -1.4337 -1.4388 -1.0566 -0.248
C 0.4529 -2.5282 2.5577 -0.320
C 0.0734 1.0473 -0.7010 -0.387
H -0.6153 1.7173 -6.5828 0.102
H -0.5752 -2.1287 -1.0305 0.052
H 3.4574 1.5443 1.2080 0.073
H 2.6624 -0.1811 -1.5968 0.044
H -2.5900 -0.6379 -4.2125 0.095
H 3.4320 -0.8031 -0.1029 0.067
H 3.3660 -0.7804 3.2987 0.078
H -2.4609 1.6821 -4.1691 0.103
H 2.0297 2.6039 1.3691 0.021
H 1.1533 2.9950 -5.3912 0.121
H 2.0145 -0.9265 -4.7064 0.105
H -3.5614 0.0716 0.3602 0.074
H 2.8173 2.3870 -0.2398 0.066
H -3.0017 -2.1086 2.6078 0.078
H -1.2714 3.0580 -5.6538 0.117
H 0.8501 -1.5534 -6.6467 0.117
H 1.3545 -0.2402 6.0966 0.106
H 1.6659 -3.3574 0.9791 0.068
H 3.1944 -2.1544 2.1793 0.068
H 0.2171 0.9375 -1.7893 0.056
H -0.7865 -2.0257 -4.9099 0.109
H 0.5633 1.0703 5.1897 0.049
H 3.2741 -2.4395 3.9276 0.102
H 1.0009 -4.5135 2.1512 0.106
H -2.3284 -2.0011 -0.7446 0.067
H -0.1709 2.0869 -0.4405 0.071
H -1.5759 -1.0590 -2.0701 0.032
H 1.9738 -1.6026 -0.7418 0.048
H -1.8788 -0.8101 5.7893 0.107
H 2.2084 0.5674 4.7629 0.088
H -1.7160 0.6530 4.7831 0.072
H -1.5779 -1.5995 -6.4148 0.121
H -2.7510 1.5734 0.8898 0.046
H 0.3399 2.7580 -3.8562 0.104
H -2.8304 -0.6364 4.2976 0.086
H -0.0512 -3.8095 0.9070 0.070
H 2.1371 1.1995 -3.7754 0.088
H -2.0737 -3.2317 1.5845 0.066
H -2.9758 1.2361 -0.8735 0.062
H 0.2028 0.0545 -6.9399 0.102
H -2.3847 -3.6316 3.2836 0.103
```

Output
Net charge   +1
2S+1   7
<S²>   12.019
Frontier orbital gap (alpha / beta)   0.2896 / 0.2999 Eh
LUMO level (alpha / beta)   -3.2 / -2.8 eV

Record 3
ORCA calculation (ωB97M-V with the def2-TZVPD basis set) on C4H8N2O as an isolated structure in a non-equilibrium geometry.

```
15
Properties=species:S:1:pos:R:3:lowdin_charge:R:1
O 1.1345 0.2671 1.5525 0.046
N -0.4487 0.9290 1.4226 0.183
N 2.0725 -0.1570 -0.5489 0.232
C -0.5562 0.9354 -1.3647 -0.077
C -1.1032 -1.1503 -0.0916 -0.056
C 1.0784 0.0562 0.2894 -0.419
C -0.3409 0.1857 -0.1832 -0.520
H -1.0040 0.2763 2.0214 0.061
H -0.0935 1.9208 -1.4526 0.022
H 1.7520 -0.0732 -1.5276 0.126
H -0.8784 -1.7089 0.8269 0.078
H -2.1821 -0.9525 -0.1242 0.085
H -0.8488 -1.7833 -0.9518 0.085
H 3.0504 -0.0577 -0.2958 0.136
H -1.5149 0.8212 -1.8746 0.018
```

Output
ΔE to the lowest compared entry with this formula, charge and spin   598.51 kJ/mol
Frontier orbital gap   0.2630 Eh
LUMO level   0.4 eV